1.
One molecule with the formula C16H18N2O4. Source: the Open Molecules 2025 dataset; level of theory: wB97M-V/def2-TZVPD.

Computed properties:
Spin multiplicity: 1
Energy relative to the best compared isomer or geometry (same formula, charge and spin) in kJ/mol: 1129.4
Total charge: 0
HOMO energy in eV: -8.573
SMILES: Cn1c(=O)c(C(=O)NC[C@@H]2CCCO2)c(O)c2ccccc21

Last column: natural (NBO) charge in e.
CARTESIAN COORDINATES (ANGSTROEM)
C (-1.898, -2.743, 0.695)  -0.342
N (-1.726, -1.314, 0.450)  -0.332
C (-2.859, -0.508, 0.128)  0.280
C (-4.206, -1.260, -0.023)  -0.241
C (-5.359, -0.669, -0.453)  -0.177
C (-5.371, 0.801, -0.416)  -0.212
C (-4.196, 1.397, -0.157)  -0.161
C (-2.974, 0.818, -0.135)  -0.256
C (-1.737, 1.485, 0.050)  0.593
C (-0.522, 0.674, 0.466)  -0.363
C (-0.695, -0.515, 0.642)  0.561
O (0.226, -1.339, 0.776)  -0.760
C (0.742, 1.266, 0.537)  0.675
O (0.816, 2.756, 0.452)  -0.816
N (1.756, 0.734, 0.963)  -0.515
C (3.018, 1.270, 1.344)  -0.219
H (3.068, 2.210, 1.057)  0.217
H (3.407, 1.095, 2.322)  0.220
C (4.182, 0.732, 0.187)  0.114
C (3.612, 0.777, -1.104)  -0.504
H (4.170, 1.476, -1.850)  0.238
C (3.745, -0.589, -1.603)  -0.363
H (3.167, -0.836, -2.499)  0.216
C (3.594, -1.474, -0.326)  -0.119
H (4.183, -2.308, -0.761)  0.181
O (4.291, -0.734, 0.545)  -0.531
H (2.599, -1.896, -0.326)  0.199
H (4.924, -0.636, -2.151)  0.160
H (2.507, 0.960, -1.167)  0.228
H (5.098, 1.043, 0.483)  0.203
H (1.655, -0.143, 1.167)  0.431
O (-1.687, 2.739, -0.159)  -0.618
H (-0.656, 3.086, 0.120)  0.542
H (-4.037, 2.465, -0.466)  0.228
H (-6.238, 1.384, -0.703)  0.217
H (-6.291, -0.795, -0.374)  0.208
H (-4.327, -2.287, -0.047)  0.208
H (-2.293, -3.194, -0.046)  0.192
H (-2.631, -2.964, 1.449)  0.189
H (-1.057, -2.963, 0.932)  0.225


2.
C16H18N3O2PtSe2 as an isolated structure. Source: the Open Molecules 2025 dataset; level of theory: wB97M-V/def2-TZVPD.

Computed properties:
Spin multiplicity: 1
Energy relative to the best compared isomer or geometry (same formula, charge and spin) in kJ/mol: 66.4
Total charge: +1
HOMO energy in eV: -11.369

Last column: natural (NBO) charge in e.
CARTESIAN COORDINATES (ANGSTROEM)
Pt (-0.705, 0.078, -0.138)  0.747
O (-2.756, 3.583, -0.338)  -0.500
C (-1.969, 2.682, -0.247)  0.636
N (-2.217, 1.329, -0.316)  -0.670
C (-3.473, 0.750, -0.353)  0.635
O (-4.537, 1.293, -0.245)  -0.498
C (-3.367, -0.742, -0.600)  0.123
C (-4.496, -1.521, -0.699)  -0.192
C (-4.356, -2.857, -1.046)  -0.118
C (-3.090, -3.345, -1.327)  -0.230
C (-1.996, -2.511, -1.191)  0.060
N (-2.126, -1.238, -0.802)  -0.447
C (-0.496, 2.930, -0.012)  0.121
C (-0.027, 4.225, -0.002)  -0.190
C (1.326, 4.450, 0.197)  -0.119
C (2.153, 3.356, 0.385)  -0.236
C (1.609, 2.085, 0.363)  0.075
N (0.309, 1.859, 0.171)  -0.453
H (-5.455, -1.053, -0.523)  0.269
H (-5.222, -3.500, -1.123)  0.244
H (-2.937, -4.366, -1.644)  0.247
H (-0.997, -2.849, -1.419)  0.230
H (-0.743, 5.020, -0.154)  0.269
H (1.726, 5.454, 0.202)  0.242
H (3.215, 3.472, 0.546)  0.241
H (2.225, 1.216, 0.496)  0.211
C (4.366, -0.006, -1.871)  -0.772
Se (2.715, -0.880, -1.324)  0.257
C (3.218, -1.119, 0.550)  -0.574
C (2.379, -2.193, 1.205)  -0.552
Se (0.451, -2.035, 0.838)  0.379
C (-0.205, -1.803, 2.653)  -0.770
H (4.650, 0.727, -1.119)  0.218
H (4.167, 0.506, -2.809)  0.242
H (5.160, -0.733, -2.009)  0.232
H (3.110, -0.190, 1.106)  0.196
H (4.270, -1.402, 0.571)  0.244
H (2.489, -2.181, 2.288)  0.240
H (2.646, -3.181, 0.835)  0.243
H (0.097, -2.667, 3.238)  0.239
H (-1.290, -1.761, 2.590)  0.246
H (0.179, -0.881, 3.080)  0.235


3.
One molecule with the formula C16H18N4O5. Source: the Open Molecules 2025 dataset; level of theory: wB97M-V/def2-TZVPD.

Computed properties:
Spin multiplicity: 1
Energy relative to the best compared isomer or geometry (same formula, charge and spin) in kJ/mol: 153.7
Total charge: 0
HOMO energy in eV: -8.928
SMILES: CCOC(=O)c1nnn(CC(=O)Nc2ccccc2)c1C(=O)OCC

Last column: natural (NBO) charge in e.
CARTESIAN COORDINATES (ANGSTROEM)
C (-0.090, -4.306, 2.301)  -0.634
C (0.934, -4.744, 1.264)  -0.077
H (0.517, -5.527, 0.623)  0.201
H (1.855, -5.096, 1.735)  0.192
O (1.335, -3.641, 0.445)  -0.483
C (0.548, -3.345, -0.580)  0.778
O (-0.444, -3.942, -0.905)  -0.566
C (1.046, -2.149, -1.309)  0.020
N (2.234, -2.055, -1.936)  -0.210
N (2.318, -0.917, -2.508)  -0.041
N (1.205, -0.229, -2.300)  -0.145
C (0.353, -0.963, -1.533)  0.002
C (-0.931, -0.514, -0.968)  0.773
O (-1.379, -0.947, 0.062)  -0.562
O (-1.478, 0.443, -1.713)  -0.508
C (-2.700, 1.027, -1.251)  -0.080
C (-3.904, 0.235, -1.736)  -0.633
H (-3.877, -0.772, -1.325)  0.224
H (-4.815, 0.725, -1.407)  0.220
H (-3.904, 0.174, -2.821)  0.213
H (-2.678, 1.062, -0.157)  0.204
H (-2.690, 2.039, -1.659)  0.207
C (1.052, 1.106, -2.795)  -0.317
H (0.258, 1.151, -3.546)  0.251
H (2.002, 1.387, -3.261)  0.256
C (0.694, 2.124, -1.692)  0.685
O (-0.039, 3.055, -1.919)  -0.596
N (1.294, 1.848, -0.510)  -0.628
C (1.111, 2.471, 0.736)  0.227
C (1.802, 1.940, 1.822)  -0.265
C (1.656, 2.498, 3.077)  -0.190
C (0.820, 3.587, 3.261)  -0.228
C (0.132, 4.112, 2.180)  -0.186
C (0.272, 3.563, 0.918)  -0.273
H (-0.263, 3.975, 0.079)  0.253
H (-0.522, 4.960, 2.317)  0.216
H (0.706, 4.023, 4.242)  0.215
H (2.196, 2.080, 3.913)  0.217
H (2.451, 1.087, 1.680)  0.210
H (1.947, 1.075, -0.482)  0.405
H (-0.979, -3.926, 1.804)  0.229
H (0.321, -3.521, 2.929)  0.211
H (-0.366, -5.153, 2.922)  0.216